Entry from the OMol25 dataset: a cluster of 12 separate species, C38H88BFN12O15S in total in a non-equilibrium geometry (wB97M-V/def2-TZVPD).

```
! wB97M-V def2-TZVPD RIJCOSX def2/J DEFGRID3
* xyz 0 1
C -3.6713 -2.5677 2.1177
C -2.8637 -1.7842 1.4007
C -2.4181 -0.4289 1.8929
N -3.5143 0.3068 2.6250
B -4.6849 0.7081 1.7831
O -4.8672 1.9910 1.3085
O -5.5543 -0.2819 1.4473
C -6.8855 -0.1457 2.0011
C -7.0891 -1.2047 3.0735
S -2.9080 1.5494 3.4863
O -2.3526 2.6149 2.7251
O -3.8411 1.8830 4.5076
F -1.6950 0.8622 4.1779
H -4.2471 -3.3440 1.6331
H -3.7887 -2.4590 3.1863
H -2.4705 -2.1081 0.4478
H -2.0580 0.1789 1.0715
H -1.6131 -0.5938 2.5969
H -5.3636 2.5651 1.8954
H -7.5754 -0.3107 1.1812
H -7.0703 0.8612 2.3774
H -6.2803 -1.9226 3.0449
H -7.1054 -0.7863 4.0765
H -7.9886 -1.7701 2.8579
C 1.1801 3.4937 1.3347
N 0.9020 2.1337 0.9163
C 0.8053 1.8200 -0.5016
C 0.7272 1.1452 1.7994
O 0.4719 -0.0131 1.5044
H 0.3923 4.1534 0.9645
H 2.1389 3.8141 0.9245
H 1.2227 3.5656 2.4179
H -0.1838 1.4172 -0.7255
H 1.5489 1.0706 -0.7625
H 0.9750 2.7143 -1.0926
H 0.8279 1.4756 2.8470
C -7.3579 -4.0817 -2.5453
N -7.3901 -3.3905 -1.2706
C -7.9922 -2.0715 -1.2032
C -6.8826 -3.9193 -0.1392
O -6.9037 -3.3453 0.9418
H -6.7997 -3.4894 -3.2751
H -8.3762 -4.2280 -2.9145
H -6.8780 -5.0484 -2.4308
H -7.2558 -1.3436 -0.8580
H -8.8251 -2.0756 -0.4971
H -8.3530 -1.7838 -2.1877
H -6.4233 -4.9179 -0.2532
C 6.1389 -0.1650 -2.1399
N 4.6922 -0.1329 -2.2601
C 3.9114 -1.2821 -1.8246
C 4.0402 0.9200 -2.7557
O 2.8230 0.9842 -2.8697
H 6.5396 -0.9935 -2.7264
H 6.4209 -0.3014 -1.0972
H 6.5631 0.7671 -2.5088
H 3.3348 -1.6707 -2.6663
H 3.2149 -0.9760 -1.0430
H 4.5685 -2.0518 -1.4384
H 4.7042 1.7485 -3.0564
C 0.3583 0.6607 -7.5015
N 1.3447 -0.1730 -6.8382
C 1.2177 -0.4345 -5.4115
C 2.3808 -0.7163 -7.4978
O 3.2353 -1.4220 -6.9917
H 0.3448 1.6572 -7.0574
H -0.6333 0.2129 -7.4027
H 0.5991 0.7550 -8.5579
H 2.1020 -0.0730 -4.8914
H 1.1316 -1.5090 -5.2414
H 0.3387 0.0686 -5.0170
H 2.3917 -0.4604 -8.5713
C -2.1044 -7.1585 -0.3419
N -3.5393 -7.3498 -0.4680
C -4.1548 -8.5539 0.0645
C -4.3143 -6.4367 -1.0608
O -5.5277 -6.5215 -1.1954
H -1.5788 -7.9731 -0.8478
H -1.8298 -7.1532 0.7115
H -1.8075 -6.2140 -0.7833
H -4.6582 -9.0998 -0.7340
H -4.8981 -8.2906 0.8172
H -3.3918 -9.1853 0.5119
H -3.7498 -5.5606 -1.4189
C 5.6044 -5.0875 2.4802
N 5.4485 -4.1651 1.3720
C 4.6159 -4.5462 0.2440
C 6.0474 -2.9629 1.3526
O 5.9459 -2.1531 0.4483
H 6.0469 -6.0220 2.1288
H 4.6317 -5.3004 2.9281
H 6.2521 -4.6549 3.2389
H 5.2064 -4.5468 -0.6737
H 3.7995 -3.8323 0.1249
H 4.2070 -5.5392 0.4120
H 6.6513 -2.7638 2.2529
C -0.1512 8.0762 4.6949
N 0.4850 6.9004 4.1358
C -0.3115 5.7030 3.9120
C 1.7927 6.8799 3.8164
O 2.3854 5.9272 3.3462
H -0.5666 7.8452 5.6778
H -0.9580 8.4118 4.0403
H 0.5743 8.8801 4.7998
H 0.1084 4.8751 4.4850
H -0.2833 5.4408 2.8558
H -1.3393 5.8743 4.2186
H 2.3006 7.8371 4.0265
C 2.3208 4.1213 -3.4559
N 1.8572 4.6019 -4.7443
C 1.5062 6.0030 -4.9001
C 1.7440 3.7771 -5.7964
O 1.3575 4.1034 -6.9068
H 1.5472 4.2876 -2.7037
H 3.2257 4.6580 -3.1619
H 2.5346 3.0555 -3.5156
H 0.4627 6.0888 -5.2096
H 2.1308 6.4550 -5.6721
H 1.6564 6.5252 -3.9603
H 2.0379 2.7386 -5.5597
C 0.0897 -1.6381 7.9964
N 0.3297 -2.3527 6.7591
C 0.0579 -1.6878 5.4939
C 0.7966 -3.6144 6.7409
O 1.0170 -4.2607 5.7344
H -0.9619 -1.3527 8.0657
H 0.7037 -0.7358 8.0324
H 0.3402 -2.2683 8.8471
H -0.6867 -2.2527 4.9322
H 0.9690 -1.6394 4.8970
H -0.3110 -0.6829 5.6774
H 0.9688 -4.0251 7.7512
C 2.5168 -6.2993 2.1889
N 1.6426 -5.7360 1.1795
C 2.1472 -5.5359 -0.1695
C 0.3699 -5.3875 1.4484
O -0.4014 -4.9115 0.6382
H 3.3907 -5.6589 2.3274
H 2.8515 -7.2927 1.8831
H 1.9897 -6.3813 3.1367
H 2.0832 -4.4811 -0.4390
H 1.5477 -6.1042 -0.8812
H 3.1822 -5.8641 -0.2254
H 0.0801 -5.5753 2.4961
C 3.6508 11.4117 -3.1506
N 3.3588 10.0272 -3.4649
C 3.2736 9.6169 -4.8575
C 3.1623 9.1015 -2.5100
O 2.9164 7.9300 -2.7264
H 2.8805 12.0612 -3.5709
H 4.6187 11.6941 -3.5691
H 3.6795 11.5521 -2.0724
H 2.2848 9.2074 -5.0658
H 4.0124 8.8418 -5.0634
H 3.4551 10.4725 -5.5024
H 3.2462 9.5060 -1.4871
*
```

Computed properties:
Lowest unoccupied orbital energy (eV): 0.5
SMILES string: C=CCN(B(O)OCC)S(=O)(=O)F.CN(C)C=O.CN(C)C=O.CN(C)C=O.CN(C)C=O.CN(C)C=O.CN(C)C=O.CN(C)C=O.CN(C)C=O.CN(C)C=O.CN(C)C=O.CN(C)C=O
Kohn-Sham gap (hartree): 0.3325
DFT total energy (a.u.): -3809.307610

These are the Mulliken partial charges, in e, on atoms 1 to 8: number 1, C, carries -1.037; number 2, C, carries -0.207; number 3, C, carries -0.367; number 4, N, carries 0.220; number 5, B, carries 0.426; number 6, O, carries -0.433; number 7, O, carries -0.309; number 8, C, carries -0.146